The following is a DFT calculation (ωB97M-V/def2-TZVPD) of C59H77AsBN10O3SSiY as an isolated structure in a non-equilibrium geometry.

Properties
Spin multiplicity: 2
Lowest unoccupied orbital energy (spin up / spin down) (eV): -2.24 / -4.04
Total charge: +1

```
154
Properties=species:S:1:pos:R:3:forces:R:3
H 6.0668 2.4935 -0.8396 0.1 0.1 0.1
H 5.9087 -0.7740 -1.3331 0.1 0.1 0.0
C 3.9141 -2.6060 2.2699 -0.1 0.0 0.0
C 1.0169 -3.9988 4.3315 0.0 -0.1 0.0
C -0.7224 3.0986 5.9397 0.0 0.0 0.0
N 0.4791 3.6099 -1.3739 0.0 0.3 -0.2
C 5.2859 1.8721 -1.2674 -0.2 -0.2 0.0
H -2.9848 -1.0800 -7.0967 0.0 0.0 -0.2
C -1.9999 0.6916 -5.1863 0.1 -0.2 0.1
H -5.9049 0.6188 -2.5751 -0.2 0.1 -0.1
C -5.2553 -2.1845 -2.6506 0.2 0.2 0.2
C 0.6068 -4.0316 5.6516 0.0 0.0 0.0
H -0.7349 3.8995 6.6635 0.0 0.1 0.1
H -4.8982 -0.1271 0.0873 0.0 0.1 0.1
C 3.7441 -0.6632 -1.5323 0.1 -0.3 -0.3
H -5.0877 -3.1080 -2.1002 0.0 -0.1 0.1
H 1.8934 -2.7670 -4.9837 -0.1 0.1 -0.1
C 5.5257 0.3092 0.7456 -0.2 -0.1 0.0
C 2.6655 -1.2940 -2.2136 -0.2 0.2 0.2
H 1.6548 -4.7794 3.9436 0.0 -0.1 -0.1
C -0.9199 -3.3168 -1.0769 0.0 -0.4 0.4
C 1.7257 -2.8794 -3.9146 0.0 0.0 0.0
H 2.6530 1.7919 -2.7949 0.0 -0.2 0.0
H 4.3174 -3.4781 -4.1811 0.0 -0.1 -0.1
C 0.3793 6.5360 -0.6625 0.0 0.2 -0.2
H 1.9512 2.3311 3.3901 0.0 -0.1 0.0
C -4.6608 -1.0029 -1.8811 -0.5 -0.1 0.0
H -4.2329 1.0795 -2.2097 0.0 0.1 0.1
H -0.9005 -4.1300 -3.0741 0.1 -0.1 -0.1
N -0.5976 5.6056 -0.4913 0.3 0.4 0.2
H 6.5529 0.4361 0.4160 0.1 0.0 0.0
H -6.3261 -2.0414 -2.7693 -0.1 0.0 -0.1
H 1.6652 4.9211 4.0435 0.0 0.1 0.1
C 2.4063 -0.4818 2.9910 0.1 0.1 0.1
N 3.4528 0.3264 -0.6734 -0.6 -0.1 -0.3
H 1.6717 -3.9498 -3.7189 -0.1 -0.1 0.0
C -5.2806 -2.1590 3.5630 0.0 0.0 0.0
C -0.6461 -2.0162 5.2944 -0.2 0.2 0.0
H 3.2800 -0.6519 4.9358 -0.1 0.1 0.1
H -6.3882 -0.7805 -0.5992 -0.1 0.0 0.0
H 0.9024 -2.9774 2.4574 0.0 0.0 0.0
H 0.4740 -4.6580 -0.0978 0.0 -0.2 0.1
C -2.9510 -2.4681 3.1063 0.3 0.0 -0.1
S -0.8240 0.7478 -2.1751 0.2 -0.4 0.3
H -5.9131 -0.1316 3.7924 0.0 0.1 0.0
N -1.4733 2.0127 0.4903 0.5 -0.5 0.2
C -1.4826 -4.2268 -2.1622 0.2 0.2 0.1
C 4.5429 1.1318 -0.1346 0.5 0.6 0.4
H -5.1588 -1.8743 0.0348 0.0 -0.1 0.1
C 3.2371 -1.0547 3.9372 0.1 0.0 0.0
H -1.4752 -5.2644 -1.8374 0.0 -0.1 0.0
C 5.2525 -2.1624 -2.7632 0.1 0.1 0.1
H -2.0880 1.1050 -6.1879 -0.1 0.0 -0.1
C -2.7356 -1.0906 3.1219 0.0 0.0 -0.2
C 1.8827 2.5073 -2.5690 0.1 0.2 -0.1
H 3.4054 1.7487 1.5842 0.0 0.0 0.1
C -3.6340 2.5291 0.2207 0.1 -0.1 0.1
C 0.0702 0.9526 5.2156 0.2 -0.3 -0.1
C -0.5211 -1.1570 -5.9526 -0.4 0.0 0.2
H 4.7505 2.8204 1.1769 0.0 0.0 0.1
H 4.6493 -2.6388 4.2873 0.1 0.0 0.1
H -3.9649 -1.1352 -5.6286 -0.1 0.0 0.0
H 2.9909 -2.2792 0.3576 0.0 -0.1 0.0
N 0.9744 2.8582 1.5966 0.2 -0.9 -0.1
H -0.3249 4.8548 -2.8810 -0.2 0.3 0.0
H 6.7000 -3.3843 -3.7877 0.0 0.0 -0.1
H -0.5974 -3.0861 7.1447 0.0 0.0 0.1
C 3.0673 -1.9540 1.3867 0.1 -0.3 -0.1
H 7.0654 -3.0763 -2.0923 0.0 0.0 0.0
H 1.6557 -0.9412 -1.9942 0.0 -0.1 -0.3
C 3.9470 2.2146 0.7645 0.0 -0.2 -0.3
N 2.3126 -0.9137 1.7342 -0.3 0.4 -0.4
H -2.9027 0.5297 0.9006 0.1 0.0 -0.1
Y 0.7408 0.7236 0.0739 -0.4 1.2 -0.5
H 0.7806 -2.4181 -3.6448 -0.1 0.0 0.0
C 4.1671 -2.7097 -3.4372 -0.1 0.3 0.2
H 0.9306 -4.8263 6.3072 0.0 -0.1 0.0
H 1.7771 0.3627 3.2457 0.1 0.0 0.1
H -3.6961 0.8168 3.4081 0.0 0.0 0.0
C -4.2077 -2.9994 3.3212 0.0 0.0 0.0
C -1.8250 -3.3082 0.1518 0.2 0.1 -0.2
C 0.3702 4.0844 -2.6236 0.2 -0.2 0.0
H 0.2985 -0.7179 -5.3887 0.1 0.0 0.1
H -2.1169 -3.1404 2.9422 -0.1 0.0 0.0
H -1.3287 -1.2631 5.6727 0.0 -0.1 0.0
H 5.2873 -0.7501 0.7361 0.1 0.0 0.0
H 5.7429 1.1970 -1.9823 0.1 0.0 -0.1
H -2.1239 2.2251 2.9960 0.0 0.1 0.0
H -0.5117 -0.7500 -6.9604 0.0 0.0 -0.1
H -2.5035 -3.9305 -2.3867 -0.2 0.0 -0.1
H 0.7406 1.9419 6.9899 0.0 0.0 0.1
C -0.2432 -3.0450 6.1255 0.0 0.0 0.1
H 1.4453 3.5583 -4.4660 0.0 0.0 -0.3
C -1.5261 2.1335 3.8936 -0.2 -0.1 -0.3
H 3.2792 2.8575 0.1968 -0.1 0.0 0.1
H -2.1413 4.0388 4.6477 0.0 0.0 -0.1
O -0.8078 -1.9759 -1.5456 0.6 -1.0 0.2
H -2.8826 0.9632 -4.6170 -0.1 0.1 0.0
C 5.0422 -1.1575 -1.8397 0.1 0.0 0.1
C -1.5141 7.2693 -1.4730 0.3 0.0 0.0
H -2.8139 -2.9538 -0.1193 -0.1 0.0 0.1
O -3.2710 -1.2323 -1.6651 -0.2 -0.3 0.1
H 0.7145 0.0976 5.3888 -0.1 0.0 0.0
C -3.8200 -0.2574 3.3701 0.2 0.3 -0.1
C -2.8565 3.6172 -0.1180 -0.5 -0.2 0.0
C 0.0926 1.9955 6.1264 0.0 0.1 0.0
H -1.4042 -2.6088 0.8801 0.0 -0.1 0.0
C 1.3397 4.4391 3.1449 0.0 -0.1 -0.1
C -5.3179 -0.9388 -0.4970 0.3 0.0 -0.3
H 1.3907 6.3442 -0.3664 0.2 0.0 0.1
C 1.2659 3.4112 -3.4235 0.1 -0.1 0.1
H 4.4941 -3.4524 1.9416 0.0 -0.1 -0.1
H -3.1129 4.5971 -0.4729 -0.1 0.0 0.0
C -0.1705 7.6257 -1.2870 0.1 -0.1 0.2
C 0.6042 -2.9694 3.4993 -0.1 0.2 -0.3
Si -1.8569 -1.0934 -2.4315 1.0 2.0 0.3
H -2.2921 7.8324 -1.9478 -0.2 0.1 0.0
H -1.1379 1.1351 -4.6952 0.0 0.0 -0.1
N 1.4045 2.6367 -1.3299 0.1 -0.7 0.5
N 0.4990 4.0331 1.1433 0.1 0.3 -0.2
C -0.1997 -1.9422 3.9770 0.2 0.0 -0.2
H -4.7993 -2.2787 -3.6314 0.1 0.0 -0.2
C 4.0028 -2.1508 3.5749 -0.1 0.2 -0.1
H 0.3984 6.0080 1.8899 -0.2 0.1 -0.1
C 0.4922 -3.7232 -0.6496 -0.4 0.1 -0.2
C -1.8526 -0.8254 -5.2760 0.0 0.0 -0.5
H 4.5892 2.5142 -1.8013 0.0 0.1 0.0
C -5.0815 -0.7904 3.5904 -0.1 0.0 0.0
H -4.7025 2.4676 0.2001 -0.2 0.0 0.0
H -1.8926 -4.3000 0.5917 0.0 -0.1 0.1
C 1.4860 3.0997 2.8029 -0.1 0.2 -0.1
H -6.2596 -2.5768 3.7383 -0.1 0.0 0.0
C -0.7626 0.9888 4.0993 0.1 0.0 0.0
H 0.8788 -2.9349 -0.0050 0.1 0.0 0.1
H 1.1486 -3.8219 -1.5066 0.1 0.0 -0.1
H 7.2970 -1.7985 -3.2736 0.1 0.0 -0.1
C 0.6988 4.9932 2.0579 0.2 0.1 0.3
C -1.5196 3.1705 4.8111 -0.1 0.0 0.0
As -0.8654 -0.4900 2.8033 -0.5 -0.4 1.0
H 0.3124 8.5429 -1.5554 0.1 0.1 -0.1
B -0.3207 4.1531 -0.1635 -0.1 -0.6 0.1
O -1.8714 -1.4721 -3.9952 -0.3 -0.4 -0.1
C -2.7183 1.5460 0.5893 0.2 0.2 -0.1
H -4.6007 0.1769 -3.6817 0.0 0.0 -0.2
H -2.9438 -2.5126 -6.0529 0.0 -0.1 0.0
H -4.3460 -4.0707 3.3102 0.0 -0.1 0.0
C -4.8673 0.3061 -2.6367 0.2 -0.2 0.1
H -0.3880 -2.2342 -6.0059 0.0 -0.1 0.0
C 2.8662 -2.2708 -3.1609 -0.2 -0.1 0.0
N -1.7500 6.0639 -1.0024 -0.7 -0.1 -0.2
C 6.6563 -2.6363 -3.0017 0.0 0.0 0.0
N -1.5721 3.2853 0.0554 -0.3 0.3 -0.1
C -3.0147 -1.4278 -6.0684 0.3 0.1 0.2
H 5.4668 0.6441 1.7789 0.0 0.0 0.1
```
Forces are in eV/Å.